C9H5BCl3F11N2OPtS2 | ωB97M-V with the def2-TZVPD basis set

Element x y z (Å)
Pt -0.0954 0.3134 -0.3492
F -1.4221 -0.2872 4.4561
C -1.9400 0.7696 3.8044
F -2.2369 1.6977 4.7243
F -3.1073 0.3513 3.2637
C -0.9650 1.2502 2.6803
O -0.6261 0.2021 1.9221
C 0.2878 1.9017 3.3569
F 0.0241 3.1068 3.8999
F 1.2602 2.0703 2.4491
F 0.7834 1.1242 4.3309
C -1.7081 2.3784 1.8709
F -2.6161 1.8232 1.0410
F -2.3623 3.2699 2.6220
F -0.8460 3.0660 1.0971
S -1.3503 -1.7255 -1.0626
C -1.6920 -2.1388 0.5408
N -2.8325 -1.8461 1.1386
C -3.1079 -2.5193 2.3973
C -1.7420 -2.8338 2.9920
S -0.6473 -3.0726 1.5474
H -3.5318 -1.3063 0.6516
H -3.6705 -3.4370 2.1995
H -3.6881 -1.8743 3.0543
H -1.7438 -3.7349 3.5982
H -1.3402 -1.9981 3.5587
Cl 5.3863 0.6910 -0.2871
C 4.2449 -0.0503 -1.4296
Cl 4.1355 0.9327 -2.9045
Cl 4.7590 -1.6989 -1.8426
C 2.9519 -0.1166 -0.7831
N 1.9435 -0.1742 -0.2411
F 0.2403 2.0465 -2.7818
B -0.6193 1.3637 -2.0114
F -1.8819 1.4523 -2.4434

Computed properties:
E_tot = -3950.4302 hartree
Multiplicity = 3
Relative energy (zero: lowest compared OMol25 entry of this formula, charge and spin) = 20.8 kcal/mol
Orbital gap (alpha / beta) = 0.270 / 0.261 Eh

Atomic partial charges in e from the natural (NBO) method, atoms 1 to 4: 0.711, -0.324, 0.957, -0.311